No. 1
This record from the Open Molecules 2025 dataset describes a cluster of 2 separate species, C18H18N2O4S2 in total at a distorted geometry. The level of theory is ωB97M-V/def2-TZVPD.

## Properties
- ΔE to the lowest compared entry with this formula, charge and spin (kJ/mol) = 411.8
- orbital gap (eV) = 9.02
- highest occupied orbital energy (eV) = -8.9789
- lowest unoccupied orbital energy (eV) = 0.038

Element x y z (Å)
S1 1.9565 1.4664 1.4518
S2 -0.7415 1.5679 0.0262
O1 2.4899 2.1554 0.3043
O2 2.5147 1.6506 2.7695
O3 -1.3605 2.8114 -0.3579
O4 0.0842 0.8195 -0.8966
N1 0.1181 0.9428 7.5734
N2 -0.3220 1.5477 5.4875
C1 -3.2299 0.8714 1.0362
C2 -0.4062 2.1344 2.7200
C3 1.9950 -0.3035 1.0908
C4 -0.8625 0.0779 7.1263
C5 -2.0321 0.4032 0.4949
C6 2.5356 -2.1255 -0.3811
C7 0.1873 1.8236 1.5502
C8 -2.7185 -1.8763 0.8805
C9 -1.8021 -0.9668 0.3500
C10 -3.9008 -1.4155 1.4671
C11 2.5490 -0.7579 -0.1023
C12 -4.1643 -0.0434 1.5253
C13 1.4553 -1.1879 2.0229
C14 1.3888 2.8925 6.7933
C15 0.4056 1.8230 6.5646
C16 1.4061 -2.5497 1.7181
C17 1.9553 -3.0206 0.5216
C18 -1.1315 0.4718 5.8310
H1 1.0583 -0.8016 2.9617
H2 1.1106 3.4790 7.6792
H3 -1.4417 2.4627 2.6951
H4 2.9719 -0.0433 -0.8055
H5 2.3873 2.4663 6.9550
H6 -5.0973 0.3268 1.9508
H7 -4.6220 -2.1272 1.8716
H8 0.5641 0.9515 8.4870
H9 1.9302 -4.0882 0.2936
H10 -1.2794 -0.7155 7.7245
H11 -2.4997 -2.9434 0.8234
H12 0.1501 2.1326 3.6437
H13 -0.9064 -1.3147 -0.1629
H14 -1.8544 0.0537 5.1502
H15 -3.4158 1.9438 1.0681
H16 2.9753 -2.4801 -1.3144
H17 1.4095 3.5435 5.9174
H18 0.9400 -3.2369 2.4259

Atomic forces in eV per Å
S 0.098 -0.798 -0.331
S -0.455 -0.566 -0.744
O -0.189 -0.039 0.580
O -0.360 0.147 -0.264
O 0.196 -0.319 0.318
O -0.113 0.659 0.461
N -0.105 0.003 -0.084
N 0.165 0.003 1.444
C 0.132 -0.129 0.115
C 0.871 0.246 -2.192
C 0.042 0.083 0.138
C -0.080 0.330 -0.847
C -0.178 0.043 0.218
C 0.004 0.104 0.133
C -0.234 -0.307 0.685
C -0.104 0.227 -0.146
C 0.153 0.054 0.240
C 0.160 0.114 -0.009
C -0.060 -0.020 0.018
C 0.093 0.024 -0.144
C -0.104 -0.011 -0.211
C 0.348 0.421 -0.229
C -1.016 -1.257 -0.054
C 0.113 0.121 0.050
C -0.050 0.175 0.035
C 0.770 0.164 1.015
H 0.029 -0.138 -0.183
H 0.107 -0.053 -0.244
H -0.006 -0.298 0.272
H -0.165 -0.132 0.151
H -0.147 0.195 -0.083
H 0.229 -0.156 -0.108
H 0.204 0.212 -0.108
H -0.320 -0.090 -0.449
H -0.003 0.330 0.063
H 0.093 0.101 0.037
H -0.155 0.291 -0.034
H -0.102 0.170 -0.001
H -0.106 0.128 0.251
H 0.054 0.004 -0.060
H 0.013 -0.217 0.043
H -0.152 0.049 0.287
H 0.137 -0.014 0.179
H 0.195 0.146 -0.206

Okay, here come the Löwdin numbers, in e, for every atom: number 1, S, carries 0.6912; number 2, S, carries 0.6982; number 3, O, carries -0.2932; number 4, O, carries -0.2998; number 5, O, carries -0.2884; number 6, O, carries -0.3069; number 7, N, carries 0.0765; number 8, N, carries 0.0640; number 9, C, carries -0.0679; number 10, C, carries 0.0693; number 11, C, carries -0.2851; number 12, C, carries -0.1006; number 13, C, carries -0.2702; number 14, C, carries -0.0644; number 15, C, carries -0.3665; number 16, C, carries -0.0669; number 17, C, carries -0.0517; number 18, C, carries -0.0766; number 19, C, carries -0.0573; number 20, C, carries -0.0726; number 21, C, carries -0.0633; number 22, C, carries -0.0154; number 23, C, carries -0.3944; number 24, C, carries -0.0803; number 25, C, carries -0.0790; number 26, C, carries -0.1349; number 27, H, carries 0.1178; number 28, H, carries 0.0850; number 29, H, carries 0.0887; number 30, H, carries 0.1199; number 31, H, carries 0.0882; number 32, H, carries 0.1073; number 33, H, carries 0.1058; number 34, H, carries 0.1599; number 35, H, carries 0.1054; number 36, H, carries 0.1003; number 37, H, carries 0.1085; number 38, H, carries 0.0302; number 39, H, carries 0.1114; number 40, H, carries 0.0911; number 41, H, carries 0.1149; number 42, H, carries 0.1093; number 43, H, carries 0.0857; number 44, H, carries 0.1068

=====

No. 2
This record from the Open Molecules 2025 dataset describes the molecule C18H18N2O5 at a distorted geometry. The level of theory is ωB97M-V/def2-TZVPD.

## Properties
- ΔE to the lowest compared entry with this formula, charge and spin (kJ/mol) = 358.3
- orbital gap (eV) = 8.67
- highest occupied orbital energy (eV) = -7.9298
- lowest unoccupied orbital energy (eV) = 0.738

Element x y z (Å)
O1 5.2884 2.6769 0.1868
O2 -0.7640 -0.9666 2.4811
O3 3.5176 3.5937 1.3398
O4 -0.0635 0.0795 -1.9512
O5 -1.1720 -3.6372 1.4646
N1 -2.1221 2.0238 -1.5516
N2 -0.8008 2.0935 -1.1834
C1 1.7393 2.4724 0.0416
C2 -2.8156 0.9691 -1.3767
C3 -4.2102 1.0056 -1.9181
C4 -1.3077 -4.9123 0.8897
C5 -2.2106 -2.6374 -0.4906
C6 2.6051 1.0151 -1.6943
C7 4.9243 3.5420 1.2416
C8 3.0408 2.7654 0.3585
C9 -1.3467 -1.2621 1.2818
C10 4.1170 2.2087 -0.3389
C11 0.1606 1.1547 -1.4304
C12 -1.7683 -0.1491 0.5684
C13 3.9219 1.3239 -1.3723
C14 -1.5749 -2.5419 0.7416
C15 -2.4000 -0.2519 -0.6657
C16 1.5299 1.5795 -1.0190
C17 -2.6283 -1.5184 -1.1842
C18 0.0458 -1.9123 3.1427
H1 -4.9187 0.7018 -1.1502
H2 5.3474 3.1678 2.1876
H3 5.3180 4.5515 1.0427
H4 -1.5907 0.8162 1.0178
H5 0.5250 -1.3599 3.9514
H6 -3.0961 -1.6395 -2.1481
H7 0.8116 -2.3189 2.4780
H8 -0.5425 -2.7320 3.5601
H9 2.3920 0.3171 -2.4888
H10 4.7539 0.8906 -1.9010
H11 0.9290 2.8897 0.6158
H12 -4.4428 2.0079 -2.2651
H13 -0.7648 -4.9881 -0.0576
H14 -0.5058 3.0534 -1.0672
H15 -0.8718 -5.6029 1.6108
H16 -2.3911 -3.6072 -0.9258
H17 -2.3588 -5.1753 0.7312
H18 -4.2994 0.3132 -2.7532

Atomic forces in eV per Å
O -0.086 -0.335 -0.394
O -0.357 0.044 -0.229
O -0.463 -0.116 -0.104
O 0.110 0.171 -0.101
O -0.074 0.509 0.026
N -0.398 0.466 -0.393
N -0.024 0.148 0.493
C 0.276 0.090 0.087
C 0.176 -0.065 -0.058
C 0.002 0.123 0.056
C -0.032 -0.208 -0.079
C 0.042 -0.161 0.079
C -0.291 0.018 -0.007
C 0.801 0.644 0.759
C 0.381 -0.230 -0.387
C -0.001 0.086 -0.058
C -0.569 0.160 0.230
C 0.097 -0.173 -0.274
C -0.144 -0.214 0.014
C 0.211 0.210 0.237
C 0.087 -0.056 0.096
C 0.150 -0.352 0.358
C 0.298 -0.145 0.001
C -0.009 0.274 0.049
C 0.289 -0.226 0.326
H -0.091 -0.056 0.017
H -0.143 0.014 -0.238
H -0.139 -0.241 -0.027
H 0.051 0.085 0.035
H -0.001 -0.053 -0.055
H -0.065 -0.017 -0.105
H -0.032 0.012 0.037
H 0.100 0.097 -0.033
H -0.033 -0.067 -0.053
H 0.107 -0.062 -0.082
H -0.132 0.041 0.088
H -0.013 0.031 -0.048
H -0.034 0.006 0.025
H 0.006 -0.273 -0.115
H -0.047 -0.001 -0.090
H 0.011 -0.104 0.004
H 0.049 0.014 -0.018
H -0.066 -0.086 -0.069

Okay, here come the Löwdin numbers, in e, for every atom: number 1, O, carries 0.0400; number 2, O, carries -0.0683; number 3, O, carries 0.0370; number 4, O, carries 0.0903; number 5, O, carries -0.1127; number 6, N, carries 0.1048; number 7, N, carries 0.0454; number 8, C, carries 0.0590; number 9, C, carries -0.2946; number 10, C, carries -0.0263; number 11, C, carries -0.0827; number 12, C, carries -0.0054; number 13, C, carries -0.0129; number 14, C, carries -0.1562; number 15, C, carries -0.1930; number 16, C, carries -0.1816; number 17, C, carries -0.1996; number 18, C, carries -0.4322; number 19, C, carries 0.0475; number 20, C, carries 0.0229; number 21, C, carries -0.1840; number 22, C, carries -0.2030; number 23, C, carries -0.1349; number 24, C, carries -0.0293; number 25, C, carries -0.0771; number 26, H, carries 0.0868; number 27, H, carries 0.1404; number 28, H, carries 0.1404; number 29, H, carries 0.1334; number 30, H, carries 0.0922; number 31, H, carries 0.1150; number 32, H, carries 0.0987; number 33, H, carries 0.0894; number 34, H, carries 0.1188; number 35, H, carries 0.1199; number 36, H, carries 0.1245; number 37, H, carries 0.0773; number 38, H, carries 0.0987; number 39, H, carries 0.1382; number 40, H, carries 0.0949; number 41, H, carries 0.1035; number 42, H, carries 0.0959; number 43, H, carries 0.0791